1.
{"formula": "C5H7NO2", "method": "ωB97M-V with the def2-TZVPD basis set", "species": ["C", "C", "C", "C", "C", "H", "H", "H", "H", "H", "H", "H", "N", "O", "O"], "xyz": [[1.45034, -1.51462, 0.12221], [0.72066, -0.99177, 1.01576], [-0.03690, 0.25727, 1.09080], [-0.53687, 1.11682, -0.12863], [-2.06303, 1.35575, -0.22045], [0.82290, -0.27963, -1.53777], [2.14393, -1.35525, -1.88184], [1.85978, -2.65447, 0.43895], [0.77942, -1.61046, 1.87034], [0.02935, 2.15501, -0.35752], [-2.90717, 0.56447, 0.24655], [-2.05389, 2.63913, -0.30852], [1.59657, -0.83589, -1.13599], [-0.70579, 0.59644, 2.02480], [-1.09928, 0.55721, -1.23868]], "atomic_forces_ev_per_a": [[2.370, -2.493, -4.968], [-1.790, 1.643, 4.075], [-1.824, 0.150, -2.390], [0.186, 1.994, 0.781], [2.237, 0.200, 0.055], [0.553, -0.832, 0.725], [-1.186, 1.019, 1.476], [-0.564, 3.445, -1.826], [-0.809, 0.094, 1.472], [-0.745, -2.408, 0.716], [2.664, 2.772, -1.316], [-1.261, -4.155, -0.493], [1.663, -2.363, -0.897], [0.473, -0.229, 2.603], [-1.969, 1.163, -0.012]], "charge": 0, "smiles": "N/C=C\\C(=O)[C@@H]1CO1", "relative_energy_kcal_mol": 128.9, "gap_ev": 9.576}

---

2.
{"formula": "C5H7NO2", "method": "ωB97M-V with the def2-TZVPD basis set", "species": ["C", "C", "C", "C", "C", "H", "H", "H", "H", "H", "H", "H", "N", "O", "O"], "xyz": [[-2.11712, 0.10499, 0.26787], [-0.60477, -0.09664, 0.38105], [0.67866, -0.27966, 0.60351], [1.94644, -0.25088, 1.57197], [0.36904, -0.54140, -0.83808], [-2.21780, 1.52329, 0.26276], [-2.72865, -1.18620, 1.40523], [-2.79103, -0.19331, -1.37029], [2.63444, -1.06193, 1.17286], [2.45711, 0.85832, 1.59051], [1.39207, -0.52982, 2.50490], [0.09788, -1.63056, -1.41441], [0.39490, 0.83341, -1.79133], [0.89113, 0.61631, -2.88917], [-0.40230, 1.83409, -1.45739]], "atomic_forces_ev_per_a": [[0.009, 1.124, -0.804], [-0.188, -1.389, -2.690], [0.925, 0.266, -0.251], [-1.642, 1.051, -1.395], [-2.446, 0.536, 1.198], [-0.342, -4.799, 0.602], [0.986, 3.358, -2.526], [1.779, 0.449, 4.000], [-0.687, 1.202, 0.863], [-1.347, -2.998, 0.029], [1.445, 0.363, -0.247], [1.262, 3.650, 1.283], [-2.879, -0.656, -0.393], [-0.612, 1.475, 1.594], [3.737, -3.631, -1.263]], "charge": 0, "relative_energy_kcal_mol": 335.4, "gap_ev": 8.534}

---

3.
{"formula": "C5H7NO2", "method": "ωB97M-V with the def2-TZVPD basis set", "species": ["C", "N", "C", "C", "C", "C", "O", "O", "H", "H", "H", "H", "H", "H", "H"], "xyz": [[1.61269, -0.84827, -0.84786], [0.51396, -0.24841, -0.14326], [0.44941, 0.16201, 1.01041], [-1.02830, 0.18231, -1.31323], [-1.98597, 0.21746, -0.06315], [0.46035, 0.72109, 2.18091], [-0.77220, 1.19083, -1.94076], [-2.61050, -0.72967, 0.32688], [-1.04931, -0.82417, -1.76711], [-2.13071, 1.24326, 0.32901], [1.31022, -1.84297, -1.17676], [1.81822, -0.23686, -1.72740], [2.50675, -0.91929, -0.22582], [0.07028, 0.21057, 3.04442], [0.83511, 1.72212, 2.31372]], "atomic_forces_ev_per_a": [[0.438, -0.287, 0.080], [-0.176, 0.215, 1.466], [1.348, -0.261, -1.129], [-1.692, 0.045, 0.025], [-0.167, 0.482, -1.060], [-0.316, -0.097, 0.467], [0.012, 0.014, 0.154], [0.292, 0.027, -0.035], [0.293, -0.123, -0.001], [0.027, -0.032, 0.168], [0.057, 0.045, -0.012], [-0.051, -0.018, 0.029], [-0.018, -0.005, -0.053], [0.003, -0.182, 0.091], [-0.050, 0.178, -0.188]], "charge": 0, "relative_energy_kcal_mol": 79.1, "gap_ev": 9.626}

---

4.
{"formula": "C5H7NO2", "method": "ωB97M-V with the def2-TZVPD basis set", "species": ["C", "C", "C", "C", "C", "H", "H", "H", "H", "H", "H", "H", "N", "O", "O"], "xyz": [[1.49783, -0.01523, 1.79494], [-0.59375, 0.20966, 0.45192], [-1.15284, 0.02385, -0.80213], [-0.16268, -0.40208, -1.82500], [-1.27472, 0.54525, 1.62824], [1.87510, 1.16119, 1.89565], [0.96664, -0.08240, 2.76557], [2.32848, -0.56401, 1.88173], [-2.25193, 0.33669, -0.95855], [-0.45041, -1.47020, -2.03633], [0.86194, -0.62122, -1.33260], [-0.10047, 0.03103, -3.89073], [-1.92808, 0.72580, 2.55016], [0.64599, -0.40016, 0.76012], [-0.26110, 0.52183, -2.88300]], "atomic_forces_ev_per_a": [[-3.015, 5.785, 2.494], [0.707, -1.907, -1.430], [0.580, 1.782, 3.210], [0.041, -2.438, 0.342], [-1.193, 0.347, 0.216], [-1.043, -2.675, -1.161], [0.101, -0.274, -0.309], [2.920, -2.481, -0.481], [2.170, -0.609, -0.037], [-0.022, 0.807, -0.755], [-1.365, 1.285, -1.055], [-0.591, 1.994, 4.656], [-0.165, 0.288, 0.697], [-0.156, 0.274, -1.692], [1.030, -2.176, -4.696]], "charge": 0, "smiles": "CO/C(C#N)=C\\CO", "relative_energy_kcal_mol": 90.8, "gap_ev": 9.533}

---

5.
{"formula": "C5H7NO2", "method": "ωB97M-V with the def2-TZVPD basis set", "species": ["C", "C", "C", "C", "C", "H", "H", "H", "H", "H", "H", "H", "N", "O", "O"], "xyz": [[-0.68293, -0.88830, 0.56805], [0.71874, -1.59620, 0.17459], [0.93384, 0.50086, -0.73072], [-0.42154, 0.51111, 0.10480], [-1.16064, 1.50886, 0.79238], [1.59740, -1.33710, 1.03375], [0.47876, -2.79098, 0.01563], [0.53395, -0.96235, -1.84315], [1.79879, 1.01592, -0.20990], [0.73824, 1.22465, -1.63756], [-1.69971, 1.19797, 1.69004], [-0.88719, 2.65192, 0.68186], [1.23602, -0.90931, -1.13808], [-1.70341, -1.23675, 1.09007], [-1.48032, 1.10968, -0.59175]], "atomic_forces_ev_per_a": [[2.169, 0.137, -0.521], [0.250, -2.320, 0.185], [0.113, 2.912, -0.180], [2.524, -0.673, -2.275], [0.460, 4.265, -0.837], [-2.622, -1.005, -2.302], [1.166, 3.051, 0.550], [-0.667, -1.263, -0.795], [-0.871, -0.982, -0.196], [0.333, -1.685, 1.471], [-0.597, 0.081, -0.690], [-0.130, -2.523, 0.891], [-1.234, 1.087, 3.431], [0.649, -0.756, -0.137], [-1.544, -0.326, 1.405]], "charge": 0, "smiles": "O=C1CNC[C@]12CO2", "relative_energy_kcal_mol": 88.1, "gap_ev": 9.915}

---

6.
{"formula": "C5H7NO2", "method": "ωB97M-V with the def2-TZVPD basis set", "species": ["C", "C", "C", "C", "C", "N", "O", "O", "H", "H", "H", "H", "H", "H", "H"], "xyz": [[-1.88651, -0.19372, -1.21173], [0.52990, -1.36517, 1.06493], [-0.90948, 0.66824, -1.05912], [0.84687, -0.22923, 0.54274], [-0.43594, 0.91818, 0.23943], [2.10752, 0.34161, 0.24712], [2.54344, 1.09639, 1.09491], [2.73037, -0.00430, -0.73317], [-2.13317, -0.74844, -2.10239], [-2.61651, -0.26362, -0.42108], [1.25392, -2.10197, 1.42927], [-0.47564, -1.51564, 1.32507], [-0.23363, 0.81338, -1.84531], [-1.13875, 0.56351, 0.91756], [-0.18238, 2.02080, 0.51176]], "atomic_forces_ev_per_a": [[-1.743, -0.069, -0.495], [1.481, -1.513, 1.160], [0.016, -1.520, -1.686], [-2.324, 5.009, -1.295], [3.625, 1.067, 2.890], [-6.706, -3.945, 0.984], [3.307, 4.350, 3.905], [4.081, -1.117, -4.801], [0.049, 0.302, -0.384], [0.011, -0.552, 0.418], [-0.170, 0.231, -0.452], [-1.265, -0.454, 0.040], [0.861, 0.471, -1.327], [-1.403, -0.227, 1.508], [0.179, -2.034, -0.466]], "charge": 0, "spin_multiplicity": 3, "relative_energy_kcal_mol": 122.8, "gap_ev": [8.603, 6.201]}

---

7.
{"formula": "C5H7NO2S", "method": "ωB97M-V with the def2-TZVPD basis set", "species": ["C", "C", "C", "C", "C", "N", "O", "O", "S", "H", "H", "H", "H", "H", "H", "H"], "xyz": [[-0.39617, 0.21393, -0.71980], [1.82767, 0.33353, -0.21199], [-0.89905, 1.54447, -0.23773], [-2.34106, -0.66129, 0.07680], [2.96387, -0.34524, 0.56648], [-1.28719, -0.88244, -0.60762], [0.74654, -0.35965, -0.05000], [-3.26082, -1.44594, 0.61918], [-2.59190, 1.11028, 0.41715], [-0.05462, 0.30182, -1.77849], [-0.11189, 2.05906, 0.49155], [-1.09424, 2.21159, -1.05131], [2.80882, -0.06728, 1.55313], [3.94606, -0.15586, 0.16144], [2.68063, -1.48100, 0.41013], [-2.93663, -2.37597, 0.36108]], "atomic_forces_ev_per_a": [[0.583, -1.403, -2.463], [1.237, 0.333, 0.229], [0.246, 0.455, 2.257], [1.429, 3.352, -0.179], [-2.254, -2.853, -3.286], [-2.261, -1.604, 0.720], [1.156, 0.933, 0.808], [1.363, -2.346, -1.459], [0.381, -0.049, 0.680], [-0.344, 0.005, 0.720], [-2.015, -1.190, -1.261], [0.227, 0.316, -0.459], [0.105, 0.427, 2.146], [0.106, 0.341, 0.129], [0.972, 1.798, 0.774], [-0.930, 1.485, 0.644]], "charge": 0, "relative_energy_kcal_mol": 79.1, "gap_ev": 8.878}

---

8.
{"formula": "C5H7NO2S2", "method": "ωB97M-V with the def2-TZVPD basis set", "species": ["C", "C", "C", "C", "C", "N", "O", "O", "S", "S", "H", "H", "H", "H", "H", "H", "H"], "xyz": [[-1.63293, 1.11484, 0.45953], [2.00119, -0.43892, -0.33575], [-2.89542, 0.31282, 0.46393], [-0.52950, 0.27300, -0.35515], [-0.26378, -0.98774, 0.35878], [1.00709, -1.24411, 0.30123], [1.49704, 2.05521, -1.22022], [1.11932, 1.47810, 1.23664], [-4.16820, 0.42723, -0.56996], [1.06344, 1.16806, -0.16988], [-1.75920, 2.10983, 0.03486], [-1.16874, 1.22840, 1.46704], [3.07382, -0.45772, 0.08458], [2.16851, -0.75614, -1.37085], [-3.17214, -0.38120, 1.23489], [-0.65954, 0.43415, -1.48692], [1.19104, -2.08009, 0.89240]], "atomic_forces_ev_per_a": [[1.338, -1.032, -0.083], [1.442, 0.442, -0.176], [-2.066, 0.484, -0.781], [-0.705, 3.420, -1.124], [-0.767, -0.303, -0.868], [0.148, -2.982, 1.937], [-0.547, 0.028, 0.548], [0.411, 0.788, -0.270], [1.263, 0.320, 0.221], [1.307, -1.037, -0.009], [-0.157, -0.136, -0.197], [-0.704, -0.160, -0.540], [-1.998, 0.282, 0.117], [-0.521, 0.419, -0.092], [1.004, -0.276, 0.661], [-0.296, -1.236, 1.545], [0.848, 0.978, -0.887]], "charge": 0, "relative_energy_kcal_mol": 87.6, "gap_ev": 8.316}